Density functional theory data (wB97M-V/def2-TZVPD) for C45H49N3O2PtSi2 as an isolated structure.

The geometry in XYZ format:
```
102
Properties=species:S:1:pos:R:3
Pt -0.51459 -0.23310 -1.00763
O -1.81148 -0.85257 0.44766
C -2.00108 -2.19074 0.68209
C -1.02272 -3.07754 -0.16172
C 0.39057 -2.75705 0.21126
C 1.19378 -3.67030 0.87269
C 2.46752 -3.29045 1.26301
C 2.87916 -1.99567 1.02816
C 2.02111 -1.09804 0.39600
C 2.37619 0.33996 0.26159
C 2.08098 1.07520 1.63989
O 0.96891 0.62721 2.21793
C 3.34000 0.84278 2.53267
C 3.18499 0.07120 3.67653
C 4.27297 -0.22183 4.49053
C 5.53611 0.26192 4.17361
C 5.69836 1.04918 3.03815
C 4.60709 1.33614 2.22939
C 1.98751 2.60207 1.38210
C 1.68099 3.39517 2.49059
C 1.49117 4.75918 2.37076
C 1.59262 5.37341 1.12385
C 1.88877 4.60029 0.01544
C 2.09274 3.22696 0.14513
N 0.82192 -1.51006 -0.05993
C -1.69555 -2.51514 2.15617
C -1.12300 -1.52024 2.94310
C -0.71658 -1.80283 4.24197
C -0.87112 -3.07470 4.77444
C -1.41893 -4.08057 3.98714
C -1.81598 -3.80133 2.68684
C -3.44012 -2.53255 0.24042
C -4.41028 -3.15642 1.01532
C -5.69340 -3.37519 0.51759
C -6.02726 -2.97041 -0.76323
C -5.07073 -2.32203 -1.53897
C -3.79950 -2.09869 -1.03976
H -1.19509 -2.84849 -1.21521
H -1.22044 -4.13812 0.01093
H 0.80632 -4.65782 1.08465
H 3.12107 -3.99085 1.76992
H 3.84871 -1.64614 1.35594
H 1.73208 0.77147 -0.50038
H 3.42094 0.45418 -0.04151
H 2.18009 -0.28847 3.87248
H 4.13655 -0.83567 5.37497
H 6.38714 0.03383 4.80606
H 6.67806 1.44127 2.78613
H 4.73837 1.95800 1.34881
H 1.55816 2.89949 3.44666
H 1.24357 5.34956 3.24665
H 1.42206 6.43901 1.02030
H 1.94446 5.05544 -0.96696
H 2.30125 2.65108 -0.74768
H -0.93227 -0.54812 2.50497
H -0.25066 -1.01695 4.82484
H -0.54698 -3.28996 5.78687
H -1.52296 -5.08662 4.37977
H -2.20643 -4.60633 2.07287
H -4.18761 -3.44946 2.03145
H -6.43565 -3.85364 1.14737
H -7.02722 -3.13502 -1.14833
H -5.32418 -1.96566 -2.53076
H -3.07345 -1.53577 -1.61708
C -4.53241 1.98146 -0.75871
Si -2.65653 2.14565 -0.55751
C -2.27748 1.83330 1.24562
C -2.20166 3.96658 -0.80638
N -1.81141 1.14434 -1.70287
C -1.38040 1.71251 -2.89184
C -2.14393 2.57784 -3.67759
C -1.60112 3.24266 -4.77726
C -0.27272 3.03883 -5.10816
C 0.48395 2.12056 -4.37735
C -0.06610 1.38458 -3.32847
N 0.58612 0.36338 -2.64238
Si 1.57392 -0.78658 -3.44455
C 3.38204 -0.76517 -2.89744
C 0.99630 -2.57238 -3.24173
C 1.63498 -0.57926 -5.32897
H -5.05254 2.59912 -0.01871
H -4.81782 0.93892 -0.58926
H -4.88201 2.27039 -1.75335
H -2.59982 2.71729 1.80893
H -1.20744 1.67804 1.42069
H -2.79514 0.95464 1.62697
H -2.71115 4.56987 -0.04781
H -2.43525 4.37293 -1.78976
H -1.12419 4.07555 -0.64547
H -3.17768 2.75233 -3.39989
H -2.21572 3.92899 -5.35024
H 0.18385 3.58038 -5.92982
H 1.52779 1.97224 -4.62701
H 3.51660 -1.15140 -1.88553
H 3.78489 0.25096 -2.92540
H 3.97408 -1.38730 -3.57782
H 1.14442 -2.95866 -2.23415
H 1.55503 -3.21480 -3.93132
H -0.06685 -2.65213 -3.48327
H 2.31145 0.20914 -5.66223
H 0.64761 -0.36326 -5.74232
H 1.98927 -1.52497 -5.75217
```

Output
E (a.u.): -2757.42049
HOMO level (Eh): -0.039
Total charge: -2
Gap between HOMO and LUMO (eV): 5.38
Lowest unoccupied orbital energy (eV): 4.3
F_max (eV Å⁻¹): 0.08